This record from the OMol25 dataset describes an isolated molecule of C8H9NO at a distorted geometry. The level of theory is ωB97M-V with the def2-TZVPD basis set.

The SMILES is N#C[C@]1(O)[C@@H]2C=CCC[C@@H]21. Its spin multiplicity is 1. For the LUMO energy, the calculation gives 0.66 eV. The calculation puts the HOMO energy at -9.18 eV. The value obtained for the electronic energy is -11977.2327 eV. As for the orbital gap: 0.3615 Ha. The charge is 0. For the largest force on an atom, the calculation gives 0.0584 Eh/bohr.

The geometry in XYZ format:
```
19
Properties=species:S:1:pos:R:3:mulliken_charge:R:1
C 0.798 0.454 1.630 -0.770
H 2.190 -0.675 0.448 0.408
C -1.115 -0.872 1.043 -0.682
H 1.099 -1.100 -1.517 0.389
C -0.599 0.278 -1.578 0.594
H -0.515 -0.690 3.083 0.429
C -0.915 1.601 -1.179 0.187
O -0.934 -0.169 -2.842 -0.546
H 0.360 1.454 1.552 0.333
C -0.313 -0.480 2.052 -0.418
C 0.564 -0.431 -0.849 -0.287
H -0.466 0.343 -3.513 0.373
C 1.455 0.112 0.264 -0.767
H 1.587 0.503 2.382 0.356
C -0.811 -0.834 -0.433 -0.147
H 1.991 0.999 -0.083 0.235
H -1.235 -1.703 -0.928 0.434
N -1.141 2.661 -0.804 -0.486
H -2.001 -1.451 1.271 0.367
```

This record from the OMol25 dataset describes an isolated molecule of C6H12N2 at a distorted geometry. The level of theory is ωB97M-V with the def2-TZVPD basis set.

The SMILES is [H]/N=C(C)\C(=N\[H])C(C)C. Its spin multiplicity is 1. For the LUMO energy, the calculation gives 0.92 eV. The calculation puts the HOMO energy at -9.28 eV. The value obtained for the electronic energy is -9395.8314 eV. As for the orbital gap: 0.3748 Ha. The charge is 0. For the largest force on an atom, the calculation gives 0.0791 Eh/bohr.

The geometry in XYZ format:
```
20
Properties=species:S:1:pos:R:3:mulliken_charge:R:1
C 0.059 0.963 1.113 0.668
H 1.160 -1.880 0.188 0.342
C -0.926 -0.125 0.353 0.039
H -1.398 0.725 -2.123 0.369
N 0.150 2.188 0.738 -0.744
H 1.412 -1.781 -1.562 0.438
H 0.318 1.126 -1.943 0.351
C -0.291 -0.658 -0.864 1.059
H 1.843 -0.411 -0.529 0.338
H -0.071 0.165 3.079 0.322
H -2.642 -0.957 0.271 0.277
H -1.004 -1.601 -1.108 0.253
H 1.335 -0.400 2.153 0.288
H 1.315 1.250 2.823 0.369
C -0.394 0.300 -2.041 -1.540
H -0.417 2.368 -0.096 0.279
C 1.112 -1.212 -0.677 -1.590
C 0.704 0.465 2.369 -1.226
N -2.093 -0.299 0.832 -0.706
H -0.173 -0.226 -2.974 0.414
```

Sequential ΔE to the lowest compared entry with this formula, charge and spin output: 252.4, 98.3 kJ/mol